Entry from OMol25: 8 unconnected molecules or ions with the total composition C41H87BrCl2F3NO10 (ωB97M-V with the def2-TZVPD basis set).

As for the HOMO energy: -9.403 eV. The max |F| comes out at 3.786 eV/Å. As for the net charge: 0.

Geometry (Å):
H -1.748343 -2.126146 4.910952
N -0.727409 -2.129698 4.767620
C -0.493637 -2.453341 3.529054
C 1.034865 -2.574066 3.077545
C -1.639020 -2.783791 2.440182
C -2.266222 -1.415113 1.813382
C -3.680612 -1.228805 2.540845
C -3.618528 -0.437755 3.929294
C -4.353426 -1.224799 5.138844
Br -5.308428 0.182602 6.216792
C -2.398447 -1.730981 0.230704
O -2.915247 -3.038464 -0.066748
C -4.287404 -3.157464 -0.049947
F -4.772623 -3.924859 1.032210
F -4.649977 -3.900136 -1.194363
F -5.027930 -1.994569 -0.094108
O -1.290080 -0.399244 2.114565
C -1.632627 0.864190 1.661692
O -2.632906 1.208351 1.033206
C -0.617032 2.036535 2.061126
Cl -1.394505 3.385919 3.024097
C 0.731000 2.043491 1.687501
C 1.655379 3.276412 2.087291
Cl 1.406610 0.638346 0.745900
H 1.603763 -3.169010 3.871329
H 1.041478 -3.226465 2.140657
H 1.514664 -1.577967 2.843855
H -2.441803 -3.451803 2.883225
H -1.089139 -3.394173 1.641504
H -4.324339 -0.589120 1.842254
H -4.187994 -2.219602 2.735394
H -2.577058 -0.176131 4.286534
H -4.180731 0.553920 3.831283
H -3.611538 -1.686267 5.857755
H -5.121445 -1.963519 4.763647
H -2.874838 -0.871933 -0.345865
H -1.308573 -1.736922 -0.131363
H 2.717903 2.971416 2.319061
H 1.600566 3.996648 1.197280
H 1.265642 3.854080 2.979162
C 0.496696 -1.589511 7.665296
C 0.110913 -0.281738 8.333191
O -1.180978 -0.305047 8.923755
C -1.383673 -1.255273 9.958316
C -0.472235 -1.052010 11.156293
H -0.265772 -1.893024 6.944438
H 1.451811 -1.486557 7.145828
H 0.598449 -2.398514 8.393799
H 0.086987 0.505102 7.575266
H 0.861312 0.021165 9.071778
H -1.294569 -2.272637 9.563334
H -2.420717 -1.138344 10.282665
H 0.575047 -1.226264 10.899159
H -0.738679 -1.743259 11.959036
H -0.551213 -0.028465 11.530759
C 1.783926 -8.822152 0.818236
C 1.547282 -7.508711 1.542632
O 1.805516 -6.364459 0.742198
C 1.015926 -6.219223 -0.429023
C -0.470247 -6.096676 -0.146374
H 2.790784 -8.851356 0.392912
H 1.665916 -9.663326 1.504531
H 1.078305 -8.961338 -0.004081
H 2.231833 -7.448815 2.392194
H 0.534074 -7.463225 1.956056
H 1.219117 -7.036120 -1.128985
H 1.356128 -5.301768 -0.916248
H -0.877161 -7.016305 0.280077
H -1.016834 -5.885467 -1.068105
H -0.659971 -5.292658 0.568903
C -1.583366 1.826679 -2.316029
C -0.072503 1.675896 -2.348575
O 0.367739 0.487324 -2.989141
C 0.008944 0.337843 -4.355241
C 0.563460 1.429049 -5.255005
H -2.049777 0.940682 -1.875960
H -1.867381 2.702962 -1.729276
H -1.997509 1.948823 -3.319888
H 0.295856 1.623054 -1.322142
H 0.401145 2.551550 -2.805381
H -1.078750 0.261105 -4.455849
H 0.418393 -0.623731 -4.675237
H 0.129015 2.403112 -5.018794
H 0.341122 1.208567 -6.301422
H 1.646401 1.515658 -5.134463
C -4.080789 4.982795 1.897406
C -4.327874 6.292267 2.625539
O -4.070906 7.441071 1.831380
C -4.856168 7.583705 0.657278
C -6.345766 7.694251 0.933077
H -3.072659 4.960041 1.477914
H -4.198634 4.138306 2.579194
H -4.781208 4.843702 1.070380
H -3.648709 6.352347 3.479590
H -5.343602 6.331136 3.033276
H -4.644298 6.769440 -0.043395
H -4.519654 8.504086 0.173767
H -6.746539 6.769859 1.355173
H -6.889562 7.902847 0.009038
H -6.546261 8.494760 1.649339
C 6.072219 0.775789 -7.778280
C 6.550061 1.963407 -6.961296
O 5.544487 2.521391 -6.129100
C 4.996629 1.662213 -5.140166
C 6.022071 1.162623 -4.137102
H 5.179159 1.037600 -8.352146
H 6.852476 0.448561 -8.468824
H 5.813362 -0.073208 -7.141248
H 6.857442 2.758283 -7.644833
H 7.433831 1.704250 -6.368627
H 4.466075 0.828905 -5.612636
H 4.242567 2.247307 -4.607864
H 6.762786 0.513048 -4.609280
H 5.533705 0.591262 -3.344414
H 6.561054 2.000338 -3.687812
C 4.360505 -4.936741 0.229127
C 5.724864 -4.284069 0.102875
O 6.486427 -4.763440 -0.995870
C 5.923384 -4.568395 -2.284126
C 5.703360 -3.107796 -2.636501
H 4.451464 -6.025073 0.255897
H 3.860581 -4.602457 1.140157
H 3.716196 -4.684602 -0.616256
H 6.306971 -4.509494 0.999612
H 5.635848 -3.193097 0.056233
H 4.995221 -5.140654 -2.384446
H 6.631790 -4.999457 -2.995829
H 4.947981 -2.649898 -1.993585
H 5.364562 -3.011899 -3.670647
H 6.626999 -2.536867 -2.512848
C -3.325622 4.225489 -7.073361
C -2.479137 4.721558 -5.914315
O -1.086619 4.729880 -6.191003
C -0.659286 5.557083 -7.263538
C -0.965262 7.029860 -7.053060
H -2.979745 3.244552 -7.410584
H -4.373279 4.147259 -6.775054
H -3.272416 4.902101 -7.929362
H -2.618553 4.047894 -5.065127
H -2.806963 5.712275 -5.582152
H -1.076889 5.198815 -8.210053
H 0.423720 5.430770 -7.334975
H -2.040962 7.220106 -7.043327
H -0.527534 7.627932 -7.855271
H -0.563667 7.373617 -6.096725

Cartesian forces (eV/Å) of the 6 atoms listed first:
H 0.376 0.011 0.031
N -0.239 -0.768 -2.615
C 0.243 0.171 0.911
C -1.030 -1.090 -0.287
C 1.727 0.173 0.176
C -1.156 -3.565 0.539

Results of the Mulliken charge analysis, in e, for atoms 1 through 99: 0.042, -0.436, 0.348, -0.901, -0.058, 1.973, -1.024, -0.869, -0.653, -0.188, -1.533, -0.286, 0.833, -0.265, -0.289, -0.216, -0.052, 0.436, -0.582, -0.406, -0.214, 0.651, -1.199, -0.096, 0.381, 0.120, 0.172, 0.489, -0.688, 0.228, 0.497, 0.444, 0.394, 0.319, 0.441, 0.601, 0.411, 0.318, 0.288, 0.362, -0.938, -0.394, -0.428, -0.291, -1.075, 0.320, 0.383, 0.306, 0.331, 0.316, 0.289, 0.342, 0.270, 0.392, 0.283, -1.164, -0.309, -0.288, -0.470, -1.147, 0.280, 0.407, 0.293, 0.340, 0.309, 0.348, 0.365, 0.354, 0.457, 0.265, -0.863, 0.430, -0.399, -0.423, -0.602, 0.087, 0.425, 0.288, -0.429, 0.309, 0.319, 0.366, 0.069, 0.419, 0.066, -0.784, -0.511, -0.427, -0.277, -1.050, 0.250, 0.319, 0.346, 0.289, 0.308, 0.278, 0.333, 0.268, 0.389